# C4H8O2

One molecule with the formula C4H8O2 (ωB97M-V/def2-TZVPD, OMol25).

Each line ends with the natural charge from an NBO analysis.
Element x y z (Å)
1 C -1.9526 -0.4965 0.6770  -0.64
2 C -0.4595 -0.3902 0.6830  -0.25
3 C 0.3599 -0.9841 -0.1862  0.08
4 O 1.6540 -0.5874 -0.3980  -0.53
5 C 1.8501 0.8326 -0.5069  0.24
6 O 0.6878 1.5268 -0.8302  -0.72
7 H -2.3579 -0.8126 1.6418  0.22
8 H -2.3737 0.4964 0.4653  0.22
9 H -2.3140 -1.1721 -0.1040  0.21
10 H -0.0267 0.3434 1.3609  0.21
11 H 0.0450 -1.7843 -0.8557  0.18
12 H 0.0394 0.8435 -1.0838  0.49
13 H 2.2550 1.2198 0.4375  0.14
14 H 2.5931 0.9648 -1.3007  0.15

Force components x, y, z for each atom (eV/Å):
C -0.1 -0.1 0.0
C 0.1 -0.1 -0.1
C -0.3 -0.1 0.2
O 0.0 0.0 -0.1
C 0.4 0.1 0.1
O -0.1 -0.1 -0.3
H 0.0 0.0 -0.1
H 0.0 -0.2 0.1
H 0.1 0.0 0.1
H -0.1 0.0 -0.2
H 0.0 0.1 0.1
H 0.1 0.6 0.0
H -0.1 0.0 -0.1
H 0.0 -0.2 0.1

Calculated values
* highest occupied orbital energy: -9.07 eV
* relative energy (zero: lowest compared OMol25 entry of this formula, charge and spin): 2.237 eV
* total charge: 0
* maximum force: 0.012 Eh/bohr
* E_LUMO: 0.98 eV
* electronic energy: -8371.0444 eV
* HOMO-LUMO gap: 10.047 eV



# C36H33Cl5CrN2O2P2S

C36H33Cl5CrN2O2P2S as an isolated structure at a distorted geometry (ωB97M-V/def2-TZVPD, OMol25).

Each line ends with the Mulliken spin population.
Element x y z (Å)
1 Cr -2.4738 -20.6264 -2.0475  3.31
2 N -2.1571 -22.6039 -1.1905  -0.06
3 C -2.5846 -22.6106 0.2465  0.01
4 C -2.3164 -21.1447 0.7466  0.00
5 O -1.9470 -20.8500 1.8634  0.01
6 O -2.6533 -20.2539 -0.2003  -0.04
7 H -2.5110 -23.4659 -1.6373  0.01
8 H -1.1399 -22.6464 -1.2626  0.00
9 H -2.0339 -23.3531 0.8252  0.00
10 H -3.6538 -22.7743 0.2633  0.00
11 C -10.2517 -19.5242 -4.3845  0.00
12 S -9.7460 -18.0796 -3.3989  0.00
13 C -8.3238 -17.5154 -4.3444  0.00
14 C -7.0019 -18.3447 -4.2597  0.00
15 C -6.4271 -18.3026 -2.8515  0.00
16 N -5.1633 -18.9985 -2.7278  0.00
17 P -3.4881 -18.5895 -3.0151  -0.06
18 C -3.2552 -17.1471 -1.9639  -0.05
19 C -2.4331 -17.1604 -0.8229  0.07
20 C -2.3350 -15.9741 -0.0884  0.00
21 C -3.1292 -14.8458 -0.3716  0.00
22 C -4.0525 -14.9487 -1.4246  0.00
23 C -4.0308 -16.0440 -2.2710  0.00
24 C -3.3397 -17.9603 -4.7230  0.00
25 C -2.5861 -16.8087 -4.9796  0.00
26 C -2.5242 -16.2803 -6.2789  0.00
27 C -3.1369 -16.9292 -7.3526  0.00
28 C -3.7043 -18.1733 -7.1072  0.00
29 C -3.8152 -18.7051 -5.8246  0.00
30 P -4.9757 -20.6625 -2.2735  0.02
31 C -6.0045 -21.5933 -3.4116  -0.04
32 C -5.4148 -22.2728 -4.4892  0.02
33 C -6.2320 -23.0389 -5.3237  0.00
34 C -7.6034 -23.2215 -5.0462  0.00
35 C -8.1464 -22.5953 -3.9349  0.00
36 C -7.3650 -21.7001 -3.1735  0.00
37 C -5.7900 -20.8986 -0.6928  0.01
38 C -5.6647 -19.8991 0.2625  -0.01
39 C -6.3633 -20.0208 1.4790  0.00
40 C -7.1711 -21.1161 1.7868  0.00
41 C -7.2942 -22.1074 0.8005  0.00
42 C -6.5497 -22.0745 -0.3759  0.00
43 H -11.0294 -20.0219 -3.8212  0.00
44 H -9.4299 -20.2172 -4.4833  0.00
45 H -10.6666 -19.2586 -5.3646  0.00
46 H -8.0649 -16.4981 -4.0511  0.00
47 H -8.6478 -17.4667 -5.3726  0.00
48 H -6.3310 -17.8908 -5.0031  0.00
49 H -7.1886 -19.3931 -4.6133  0.00
50 H -7.1310 -18.8221 -2.1481  0.00
51 H -6.3076 -17.2478 -2.4860  0.00
52 H -1.9262 -18.0783 -0.5219  -0.02
53 H -1.6188 -15.8898 0.7582  0.00
54 H -3.0141 -13.9046 0.1615  0.00
55 H -4.8107 -14.1920 -1.5890  0.00
56 H -4.6680 -16.1179 -3.1477  0.00
57 H -2.0072 -16.3570 -4.1543  0.00
58 H -2.0254 -15.3068 -6.4724  0.00
59 H -3.1928 -16.4907 -8.3444  0.00
60 H -4.1372 -18.7067 -7.9690  0.00
61 H -4.3056 -19.6831 -5.6123  0.00
62 H -4.3486 -22.1740 -4.6792  0.00
63 H -5.7957 -23.5791 -6.1663  0.00
64 H -8.2126 -23.9291 -5.6038  0.00
65 H -9.1716 -22.7462 -3.6815  0.00
66 H -7.8539 -21.1116 -2.3765  0.00
67 H -5.1035 -18.9933 0.0295  0.00
68 H -6.2616 -19.1698 2.1835  0.00
69 H -7.7025 -21.1290 2.7174  0.00
70 H -7.9238 -22.9586 1.0305  0.00
71 H -6.4499 -22.9569 -1.0254  0.00
72 Cl -1.7672 -21.5539 -4.2937  -0.01
73 C -0.3185 -21.1621 -3.4275  -0.05
74 C -0.4161 -20.5224 -2.1947  -0.14
75 C 0.6785 -20.2192 -1.4199  0.03
76 Cl 0.4748 -19.5303 0.1169  0.00
77 C 1.9354 -20.4265 -1.9681  -0.02
78 Cl 3.4198 -19.9052 -1.1947  0.00
79 C 2.0555 -21.0898 -3.2048  0.03
80 Cl 3.5983 -21.4190 -3.8865  0.00
81 C 0.9482 -21.4489 -3.9448  -0.02
82 Cl 1.0543 -22.1212 -5.5175  0.00

Force components x, y, z for each atom (eV/Å):
Cr -0.3 -1.0 0.8
N -0.4 -0.7 -0.2
C 1.1 1.4 -0.3
C -0.5 0.1 0.5
O -0.5 -0.5 -1.4
O 0.3 -0.2 0.2
H 0.2 0.7 0.1
H -0.1 -0.2 0.2
H -0.2 0.1 0.0
H -0.2 -0.1 0.2
C 0.0 0.5 0.0
S -0.1 -0.3 0.2
C 0.9 -0.5 -0.1
C -1.1 0.0 -0.6
C -0.6 0.2 0.5
N 2.4 -1.9 0.2
P -0.9 0.9 0.4
C 0.7 -0.4 0.2
C -0.4 0.4 -0.3
C 0.5 0.6 0.8
C 0.0 -1.0 -0.8
C 0.1 0.4 0.1
C -0.4 0.1 0.3
C 0.7 -0.4 -0.5
C 0.3 0.2 0.0
C 0.2 0.8 -0.1
C 0.1 -0.1 1.0
C -0.8 -0.7 -0.7
C -0.3 -0.1 0.7
P -0.5 0.7 -0.3
C 0.3 -0.4 -0.1
C -0.9 0.0 -0.2
C -0.1 -0.4 -0.2
C 0.9 -0.1 0.6
C 0.8 1.0 -0.1
C -1.1 -0.5 -0.1
C -0.6 -0.9 0.7
C -0.9 -0.1 0.3
C 0.5 1.0 0.4
C 0.7 0.8 -1.7
C 0.4 -0.5 0.6
C 0.7 0.7 0.0
H -0.2 0.0 0.2
H 0.2 -0.2 -0.2
H 0.2 0.1 0.2
H -0.4 0.1 0.2
H 0.0 0.1 -0.4
H 0.1 -0.1 0.3
H 0.2 0.8 0.5
H 0.4 0.6 -0.5
H -0.2 -0.9 -0.3
H 0.1 0.4 -0.1
H -0.6 -0.3 -0.7
H -0.1 -0.4 0.1
H 0.3 0.3 -0.1
H 0.0 0.4 0.1
H -0.6 0.0 -0.6
H -0.3 -0.9 0.3
H 0.2 -0.1 0.2
H 0.2 0.1 0.6
H 0.3 0.8 -0.5
H -0.2 -0.2 0.0
H -0.1 0.2 0.2
H 0.2 0.3 -0.1
H -0.6 0.0 0.1
H 0.4 -0.5 -0.5
H -0.1 -0.2 0.2
H -0.1 -0.8 -0.4
H -0.2 -0.2 0.2
H 0.1 -0.1 -0.2
H -0.6 0.5 0.2
Cl -0.5 0.1 -0.1
C 2.5 0.8 1.2
C -2.2 -0.5 -0.9
C 0.4 0.1 -0.8
Cl 0.1 0.3 0.5
C 1.3 -0.3 -0.1
Cl -1.0 -0.2 -0.1
C 0.6 0.3 0.0
Cl 0.0 0.1 0.2
C -1.2 -0.1 -0.5
Cl 0.2 -0.2 -0.1

Calculated values
* highest occupied orbital energy (alpha / beta): -10.78 / -10.78 eV
* relative energy (zero: lowest compared OMol25 entry of this formula, charge and spin): 0.000 eV
* total charge: +1
* maximum force: 0.060 Eh/bohr
* <S²>: 3.806
* E_LUMO (alpha / beta): -3.15 / -3.26 eV
* electronic energy: -165385.1769 eV
* spin multiplicity: 4
* HOMO-LUMO gap (alpha / beta): 7.629 / 7.511 eV